Entry i
Entry from the Open Molecules 2025 dataset: a 2-piece molecular cluster, C4H8O2 overall (ωB97M-V/def2-TZVPD).

Each line ends with the natural charge from an NBO analysis.
Cartesian coordinates (Å):
C 0.6750 2.5517 0.3990  -0.20
C 0.6853 1.6592 -0.6394  -0.29
C 0.2288 0.3337 -0.4656  -0.03
C 1.0064 -0.6261 -0.0481  0.27
O 0.4379 -1.8872 -0.1521  -0.52
H 1.0425 3.5360 0.3427  0.23
H 0.3022 2.2061 1.4822  0.23
H 0.9242 2.0005 -1.6532  0.28
H -0.7142 0.1340 -0.9637  0.26
H 2.1129 -0.4678 0.0915  0.24
H 1.0721 -2.4593 0.3439  0.52
H -2.2053 -1.1992 -0.2406  0.46
H -2.3121 -2.2301 1.0446  0.50
O -2.4123 -1.2416 0.6617  -0.95

Calculated values
Charge: +1
HOMO (alpha / beta), eV: -14.9 / -14.9
Frontier orbital gap (alpha / beta), hartree: 0.3935 / 0.2307
Multiplicity: 2



Entry ii
Entry from the Open Molecules 2025 dataset: a 2-piece molecular cluster, C4H8O2 overall (ωB97M-V/def2-TZVPD).

Each line ends with the natural charge from an NBO analysis.
Cartesian coordinates (Å):
C 2.7040 1.8878 -0.2419  -0.69
C 2.5241 2.8615 0.9220  0.11
C 1.9810 2.3159 2.0944  -0.01
H 3.6158 2.1174 -0.7736  0.28
H 1.7829 2.0081 -0.8443  0.31
H 2.5377 0.8885 0.1767  0.28
H 3.4028 3.5124 0.8839  0.26
H 2.0045 2.8225 3.0597  0.24
H 1.5239 1.3265 2.0537  0.22
O -3.6057 -3.0335 -2.0197  -0.58
C -4.1640 -4.0744 -1.8095  0.64
O -5.2428 -4.2033 -1.0350  -0.68
H -3.6662 -5.0587 -1.9022  0.12
H -5.3979 -3.3708 -0.5640  0.49

Calculated values
Charge: +1
HOMO (alpha / beta), eV: -12.6 / -12.6
Frontier orbital gap (alpha / beta), hartree: 0.2353 / 0.1159
Multiplicity: 2



Most stable: entry ii (next structure +0.168 eV)



Entry i
Entry from the Open Molecules 2025 dataset: C6H4S as an isolated structure (ωB97M-V/def2-TZVPD).

Each line ends with the Löwdin charge.
Cartesian coordinates (Å):
C 1.1577 0.6580 0.9479  -0.39
C 1.6702 0.2490 2.0299  -0.15
C -1.4026 0.6752 -0.0626  0.10
C -1.0481 -0.5527 -0.4778  -0.24
C 0.5080 0.8859 -0.2950  -0.14
C 0.3967 -0.6334 -0.5974  -0.49
S 1.2328 -1.3631 0.9765  0.86
H -2.3686 1.0028 0.3497  0.08
H -1.6570 -1.5618 -0.4405  0.14
H 0.7952 1.7141 -0.9144  0.12
H 0.7158 -1.0739 -1.5163  0.10

Calculated values
HOMO, eV: -8.5
Frontier orbital gap, hartree: 0.3183



Entry ii
Entry from the Open Molecules 2025 dataset: one molecule with the formula C6H4S (ωB97M-V/def2-TZVPD).

Each line ends with the natural charge from an NBO analysis.
Cartesian coordinates (Å):
C -1.2321 -1.0593 0.1129  -0.25
C -0.0644 -0.0762 0.4286  -0.44
C 1.2657 -0.6459 -0.0222  0.01
C 2.2407 -1.1384 -0.4870  -0.22
C -0.2630 1.3158 -0.0735  0.01
C -0.5423 2.4720 -0.2750  -0.21
H -0.9206 -2.1631 0.1198  0.22
H -0.1025 0.0557 1.5268  0.29
H 3.2099 -1.5306 -0.6842  0.24
H -0.8079 3.4945 -0.3666  0.24
S -2.7834 -0.7246 -0.2796  0.11

Calculated values
HOMO, eV: -9.0
SMILES: C#CC(C#C)C=S
Frontier orbital gap, hartree: 0.3134



Most stable: entry ii (next structure +2.882 eV)